# 1
Entry from the OMol25 dataset: a cluster of 2 separate species, C25H23B2Cl4F6O3S in total at a distorted geometry (ωB97M-V with the def2-TZVPD basis set).

Each line ends with the Löwdin charge.
Geometry (Å):
Cl1 -2.65667 1.57513 -2.21492  1.12
B1 -2.53898 3.19819 -1.35453  -1.62
Cl2 -2.24115 4.60066 -2.34409  0.65
Cl3 -2.61778 3.27181 0.36489  0.74
O1 -0.96056 -0.40741 -0.09509  -0.23
C1 -0.01488 0.37793 0.34587  -0.51
C2 0.47284 1.31173 -0.85546  -0.17
C3 0.78646 2.63681 -0.60408  -0.08
C4 1.46237 3.38207 -1.56418  -0.12
C5 1.77075 2.78269 -2.78856  -0.70
Cl4 2.71786 3.65209 -3.92474  0.65
C6 1.32750 1.49257 -3.09216  -0.10
C7 0.65570 0.75582 -2.11639  -0.05
H1 -0.49468 1.12530 1.02191  0.12
H2 0.54675 3.06852 0.36802  0.12
H3 1.77879 4.39862 -1.35329  0.10
H4 1.55102 1.06147 -4.06326  0.10
H5 0.31160 -0.26162 -2.30306  0.13
C8 0.20449 -3.65643 3.26165  -0.17
C9 0.50864 -2.33458 2.67482  -0.70
C10 0.53582 -1.11397 3.36651  -0.19
C11 0.87236 -0.01909 2.60090  -0.18
C12 1.07892 -0.27228 1.15367  -0.52
B2 -3.34720 0.18437 -1.13599  -0.92
C13 2.46879 0.10802 0.63248  -0.16
C14 3.05541 -0.61178 -0.40529  0.02
C15 4.10078 -0.04164 -1.12501  -0.11
C16 4.63725 -0.70151 -2.36521  -0.51
F1 5.91401 -1.16640 -2.20041  0.11
F2 3.86895 -1.75267 -2.77497  0.11
F3 4.67119 0.19649 -3.41058  0.10
C17 4.63770 1.18870 -0.76354  0.04
C18 4.10256 1.85201 0.32915  -0.11
C19 4.59070 3.23554 0.66647  -0.51
F4 3.55488 4.03127 1.09704  0.10
F5 5.53570 3.23931 1.65490  0.11
F6 5.13572 3.85620 -0.42705  0.10
C20 3.06429 1.28891 1.07259  0.05
O2 -3.48002 -0.94629 -1.83107  0.09
C21 -4.29769 -2.01145 -1.27825  -0.07
C22 -4.38957 -1.98223 0.26537  -0.51
C23 -5.56824 -2.86298 0.68085  -0.05
C24 -3.10497 -2.53279 0.86942  -0.03
C25 -4.62412 -0.53684 0.77548  -0.05
O3 -3.81604 0.46145 0.07843  0.06
S1 0.94901 -2.13427 1.06006  1.01
H6 0.06231 -3.53527 4.33648  0.06
H7 -0.70280 -4.09768 2.83358  0.05
H8 1.03624 -4.34376 3.08024  0.05
H9 0.30451 -1.08979 4.43317  0.09
H10 0.94856 1.00502 2.96796  0.07
H11 2.67489 -1.58064 -0.71727  0.09
H12 5.43458 1.63892 -1.34717  0.13
H13 2.67433 1.81945 1.93855  0.12
H14 -5.30105 -1.91221 -1.72417  0.13
H15 -3.84805 -2.94562 -1.63537  0.14
H16 -5.66503 -2.89387 1.77348  0.09
H17 -6.49990 -2.46033 0.25999  0.08
H18 -5.42864 -3.88686 0.30528  0.09
H19 -3.21267 -2.57762 1.96098  0.10
H20 -2.93270 -3.55087 0.49321  0.09
H21 -2.23957 -1.89789 0.61551  0.07
H22 -5.67640 -0.23695 0.64604  0.13
H23 -4.34486 -0.44149 1.83018  0.15

- electronic energy (Ha) = -4080.12805
- total charge = -1
- M (g mol⁻¹) = 680.947
- LUMO energy (eV) = 1.3

***

# 2
Entry from the OMol25 dataset: a structure of composition C25H23BN3O5PtS3 at a distorted geometry (ωB97M-V with the def2-TZVPD basis set).

Each line ends with the Löwdin charge.
Geometry (Å):
Pt1 0.51202 0.06565 -0.39991  1.03
C1 0.27602 -1.30435 5.43808  -0.06
C2 -0.88624 -0.43673 4.98611  -0.18
N1 -0.52129 0.40362 3.82658  -0.10
C3 -0.02081 1.75190 4.14771  -0.23
C4 -1.14099 2.77046 4.28956  -0.06
C5 -0.64109 -0.08809 2.60627  -0.59
S1 -0.44903 1.09828 1.29132  0.77
N2 -1.07944 -1.31551 2.45190  0.14
C6 -0.75490 -2.06670 1.42600  -0.42
O1 0.21145 -1.80227 0.62464  -0.18
C7 -1.50033 -3.32034 1.20461  -0.15
C8 -1.40861 -3.96058 -0.02888  -0.02
C9 -2.11349 -5.13172 -0.25049  -0.06
C10 -2.89476 -5.67129 0.76459  -0.06
C11 -2.97942 -5.03847 1.99887  -0.06
C12 -2.28485 -3.86126 2.21946  -0.02
H1 -0.00493 -1.86457 6.33032  0.08
H2 1.15135 -0.69971 5.68347  0.08
H3 0.55050 -2.01514 4.65820  0.08
H4 -1.20122 0.24971 5.77033  0.12
H5 -1.73849 -1.04550 4.69835  0.11
H6 0.68745 2.04961 3.37928  0.09
H7 0.53345 1.64667 5.07927  0.12
H8 -1.77731 2.77797 3.40287  0.07
H9 -0.71887 3.76809 4.41090  0.09
H10 -1.76770 2.56153 5.15774  0.08
H11 -0.78137 -3.53867 -0.80309  0.11
H12 -2.04706 -5.62977 -1.20868  0.11
H13 -3.43259 -6.59524 0.59610  0.11
H14 -3.58494 -5.46450 2.78784  0.11
H15 -2.33948 -3.35864 3.17604  0.11
O2 2.43484 -2.32282 -3.30784  -0.23
S2 1.97161 -0.99984 -3.54387  0.70
O3 2.86008 0.10585 -3.65989  -0.23
N3 0.82601 -0.59887 -2.33330  -0.25
C13 -0.34585 -0.34236 -2.83191  -0.68
S3 -1.41728 0.32188 -1.65260  0.86
C14 -0.49934 -0.59358 -4.27025  -0.20
C15 -1.62359 -0.51720 -5.06915  0.01
C16 -1.48483 -0.85106 -6.41118  -0.03
C17 -0.25268 -1.24717 -6.92366  -0.03
C18 0.88254 -1.31519 -6.12024  0.00
C19 0.72722 -0.97528 -4.79530  -0.21
H16 -2.58228 -0.21619 -4.66652  0.13
H17 -2.34427 -0.80509 -7.06600  0.12
H18 -0.17306 -1.51188 -7.96973  0.12
H19 1.84087 -1.61691 -6.52191  0.13
O4 0.94663 2.76782 -1.65325  0.16
B1 1.38474 1.85795 -0.73035  -0.81
O5 2.40514 2.26909 0.06739  0.17
C20 2.65454 3.57317 -0.40060  -0.17
C21 3.58666 4.46168 0.06566  0.02
C22 3.60325 5.70744 -0.56420  -0.07
C23 2.72502 6.00963 -1.59657  -0.07
C24 1.78542 5.08323 -2.05275  0.02
C25 1.78602 3.86808 -1.41904  -0.18
H20 4.26599 4.20951 0.86800  0.13
H21 4.31787 6.45176 -0.23931  0.11
H22 2.76863 6.98585 -2.06069  0.11
H23 1.09708 5.30603 -2.85629  0.13

- energy relative to the best compared isomer or geometry (same formula, charge and spin) (eV) = 0.500
- electronic energy (Ha) = -2845.53990
- total charge = +1
- M (g mol⁻¹) = 747.566
- LUMO energy (eV) = -5.4

***

# 3
Entry from the OMol25 dataset: a cluster of 2 separate species, C25H23BNO in total at a distorted geometry (ωB97M-V with the def2-TZVPD basis set).

Each line ends with the Löwdin charge.
Geometry (Å):
C1 5.28274 -0.18296 0.61155  -0.09
O1 4.11639 -0.15089 -0.17300  -0.06
C2 2.92325 -0.10709 0.55806  -0.21
C3 1.73012 -0.07183 -0.16521  0.05
C4 0.52561 -0.02790 0.48479  -0.01
N1 0.48378 -0.01816 1.83527  -0.05
B1 -0.81348 0.02841 2.59168  -0.41
H1 -0.63782 0.02791 3.75665  0.00
C5 1.61689 -0.05130 2.56416  -0.03
C6 2.83905 -0.09581 1.95184  0.02
H2 6.15144 -0.21533 -0.04746  0.10
H3 5.33762 0.71484 1.22725  0.10
H4 5.28018 -1.07394 1.23949  0.10
H5 1.78495 -0.07975 -1.23958  0.13
H6 -0.39646 -0.00081 -0.07033  0.14
H7 -1.40801 1.00812 2.32831  0.02
H8 -1.47076 -0.91271 2.33671  0.02
H9 1.53486 -0.04142 3.63688  0.11
H10 3.72843 -0.12155 2.55317  0.10
C7 -0.26136 -0.07036 6.91052  0.07
C8 -1.71296 -0.08900 6.98167  -0.12
C9 -2.48591 0.90805 6.35747  0.00
C10 -3.85277 0.94393 6.50725  -0.04
C11 -4.49209 -0.01303 7.27180  -0.03
C12 -3.76138 -1.02235 7.87123  -0.04
C13 -2.39490 -1.06590 7.72728  0.00
C14 0.64377 -1.19501 6.95457  -0.09
C15 1.97614 -0.71334 6.92017  -0.10
C16 3.05721 -1.58328 7.00462  0.02
C17 2.81704 -2.93842 7.11930  -0.02
C18 1.51447 -3.42911 7.13245  -0.04
C19 0.43177 -2.57842 7.03886  0.03
C20 1.92301 0.73433 6.87194  -0.10
C21 0.55936 1.11403 6.87758  -0.10
C22 0.23179 2.47241 6.97325  0.03
C23 1.24224 3.40837 7.03335  -0.04
C24 2.57962 3.02371 6.99835  -0.02
C25 2.93220 1.69003 6.92206  0.02
H11 -2.00233 1.62168 5.71409  0.12
H12 -4.43049 1.71453 6.02141  0.12
H13 -5.56505 0.00997 7.37933  0.12
H14 -4.26566 -1.77752 8.45310  0.12
H15 -1.83421 -1.83645 8.22502  0.11
H16 4.05899 -1.19336 6.98712  0.12
H17 3.64670 -3.62076 7.21676  0.12
H18 1.35508 -4.49425 7.20229  0.12
H19 -0.56734 -2.97064 7.04077  0.11
H20 -0.79500 2.76771 7.07006  0.11
H21 0.99284 4.45527 7.10807  0.12
H22 3.34892 3.77673 7.06501  0.12
H23 3.96474 1.38557 6.92158  0.12

- energy relative to the best compared isomer or geometry (same formula, charge and spin) (eV) = 0.155
- electronic energy (Ha) = -1121.03193
- total charge = +1
- M (g mol⁻¹) = 364.277
- LUMO energy (eV) = -5.8

***

# 4
Entry from the OMol25 dataset: an isolated molecule of C25H23ClN2O5 (ωB97M-V with the def2-TZVPD basis set).

Each line ends with the Löwdin charge.
Geometry (Å):
C1 2.61068 3.24156 5.92113  -0.06
C2 1.14388 2.91007 6.15648  -0.21
H1 1.02149 2.24799 7.01628  0.12
H2 0.56849 3.82943 6.30705  0.12
O1 0.58800 2.19202 5.05482  -0.01
C3 0.18144 2.91765 4.00540  -0.45
O2 0.24051 4.12178 3.95786  0.12
C4 -0.35326 2.07067 2.90856  -0.12
C5 -0.70453 2.68738 1.71087  0.01
C6 -1.18714 1.94243 0.65398  0.02
C7 -1.31217 0.56451 0.79081  -0.17
C8 -0.98037 -0.05872 1.98977  0.00
C9 -0.50692 0.69378 3.04567  0.00
H3 -0.24438 0.21781 3.97706  0.12
H4 -1.09757 -1.12582 2.09271  0.12
N1 -1.70424 -0.22363 -0.31897  0.12
C10 -2.53341 -1.34052 -0.25878  -0.36
O3 -3.09497 -1.73208 0.72635  0.14
C11 -2.59478 -1.94685 -1.65427  -0.09
C12 -1.39936 -1.30221 -2.33903  -0.07
C13 -1.15230 -0.03277 -1.58601  -0.36
O4 -0.56381 0.94779 -1.95362  0.14
H5 -1.46490 -1.15735 -3.41616  0.17
C14 -0.31607 -2.38727 -1.98625  -0.17
N2 -0.97014 -3.64747 -2.21896  -0.05
C15 -2.31998 -3.48081 -1.66517  -0.23
C16 -3.23995 -4.26113 -2.59956  -0.13
H6 -3.22683 -5.31520 -2.32255  0.12
H7 -4.26700 -3.90410 -2.56293  0.12
C17 -2.57217 -4.07256 -3.95859  -0.15
H8 -2.82641 -3.09716 -4.37685  0.11
C18 -1.08842 -4.14277 -3.59379  -0.15
H9 -0.75119 -5.18426 -3.59145  0.12
H10 -0.45159 -3.58242 -4.27391  0.11
H11 -2.85519 -4.83823 -4.67707  0.11
H12 -2.35897 -3.86232 -0.63996  0.15
C19 1.01071 -2.03879 -2.63876  -0.28
O5 1.41562 -2.49823 -3.67829  0.12
C20 1.69220 -0.92866 -1.92049  -0.16
C21 2.22038 0.10618 -2.69208  -0.01
C22 2.70690 1.25359 -2.09922  -0.08
C23 2.68629 1.36492 -0.71694  -0.66
C24 2.23351 0.31712 0.07145  -0.09
C25 1.73857 -0.82171 -0.53059  -0.03
H13 1.41604 -1.63770 0.09937  0.12
H14 2.25203 0.40283 1.14678  0.11
Cl1 3.22911 2.81094 0.03981  0.70
H15 3.08220 2.06550 -2.70129  0.11
H16 2.20708 0.01148 -3.76702  0.13
H17 -0.17218 -2.33538 -0.89959  0.15
H18 -3.55821 -1.70604 -2.10573  0.17
H19 -1.44943 2.42000 -0.27519  0.12
H20 -0.58860 3.75694 1.62588  0.12
H21 3.01848 3.73282 6.79978  0.08
H22 3.17617 2.33334 5.72604  0.08
H23 2.70730 3.90862 5.06804  0.08

- energy relative to the best compared isomer or geometry (same formula, charge and spin) (eV) = 0.037
- electronic energy (Ha) = -1912.43663
- M (g mol⁻¹) = 466.921
- LUMO energy (eV) = 0.1
- SMILES = CCOC(=O)c1ccc(N2C(=O)[C@@H]3[C@H](C2=O)[C@H]2CCCN2[C@H]3C(=O)c2ccc(Cl)cc2)cc1

***

| no. | HOMO (eV) | frontier orbital gap (eV) |
| --- | --- | --- |
| 1 | -0.84 | 2.19 |
| 2 | -11.47 | 6.08 |
| 3 | -11.26 | 5.41 |
| 4 | -9.03 | 9.16 |